129
Properties=species:S:1:pos:R:3:mulliken_spin:R:1 method="wB97M-V/def2-TZVPD" e_above_lowest_kcal_mol=87.4 spin_multiplicity=5 e_tot_ev=-147307.7667 s2=6.01
Cr -11.36452 8.99772 -19.49725 3.753
Cu -8.66031 5.99116 -20.30453 0.010
P -11.21122 6.67856 -20.11473 -0.036
O -10.26449 7.31253 -19.07776 -0.019
O -10.83462 5.22516 -20.44859 -0.010
O -10.88997 7.75096 -21.20384 -0.070
O -12.58716 7.21141 -19.60632 0.050
C -12.57369 8.92637 -25.62283 0.000
C -12.49679 8.17194 -24.27967 0.001
O -11.50020 8.79769 -23.61990 0.002
H -12.88025 9.95869 -25.45418 0.000
H -13.16916 8.39052 -26.36199 0.000
H -11.59210 9.11006 -26.05969 0.000
H -12.06356 7.18970 -24.46839 -0.001
H -13.36754 8.04659 -23.63608 -0.001
H -11.33951 8.43520 -22.74560 0.025
C -14.72084 4.40814 -21.36869 0.000
C -13.99341 5.58210 -22.00720 0.001
O -14.47996 6.82360 -21.56088 0.001
H -14.35143 3.55510 -21.93785 0.000
H -15.79697 4.35959 -21.53511 0.000
H -14.51905 4.23858 -20.31103 0.000
H -14.30303 5.45707 -23.04480 0.000
H -12.90508 5.56218 -21.95030 0.000
H -13.88934 6.96169 -20.81676 0.004
C -13.54907 4.22790 -15.99995 0.000
C -13.04857 4.90970 -17.31160 -0.001
O -14.08611 5.77903 -17.63093 0.000
H -14.51363 3.75801 -16.19210 0.000
H -13.82157 4.99649 -15.27669 0.000
H -12.82450 3.50124 -15.63245 0.000
H -12.97286 4.13202 -18.07158 0.000
H -12.15687 5.52719 -17.20343 0.002
H -13.65020 6.24571 -18.34772 0.000
C -9.70989 3.18738 -24.29604 0.000
C -10.14389 3.91013 -23.05724 0.000
O -10.89052 3.04724 -22.21653 0.000
H -8.98983 3.70764 -24.92767 0.000
H -10.61994 3.09046 -24.88808 0.000
H -9.27927 2.18995 -24.20763 0.000
H -10.65128 4.79835 -23.43371 0.001
H -9.30523 4.20950 -22.42864 0.000
H -11.19288 3.58710 -21.48253 0.000
C -8.96486 2.29126 -17.08068 0.000
C -9.99342 2.80067 -18.16097 0.000
O -9.31368 3.64897 -18.99730 0.000
H -8.58714 3.13923 -16.50938 0.000
H -8.10466 1.74535 -17.46814 0.000
H -9.25257 1.61504 -16.27568 0.000
H -10.79789 3.40524 -17.74212 0.000
H -10.40417 2.12524 -18.91142 0.000
H -9.94185 4.05051 -19.60208 0.001
C -7.27460 7.18231 -24.39259 0.000
C -8.69594 7.27103 -24.02130 -0.002
O -8.91040 6.80770 -22.70869 0.002
H -6.91842 6.15232 -24.37380 0.000
H -6.69371 7.86965 -23.77759 0.000
H -6.99862 7.58646 -25.36656 0.000
H -9.19350 6.67964 -24.78993 0.000
H -9.04293 8.29900 -24.12613 0.000
H -9.74529 7.18249 -22.41870 0.000
C -9.24515 10.49730 -21.60561 -0.015
C -8.65302 9.90825 -20.28613 0.042
C -7.20598 10.37778 -19.87723 0.005
O -6.74751 9.69526 -18.69925 0.000
C -5.46699 10.11601 -18.19817 0.000
N -9.68444 10.31745 -19.28781 0.081
H -9.93978 9.77473 -22.03393 0.035
H -8.43900 10.42842 -22.33600 -0.001
H -9.52864 11.54969 -21.62086 0.001
H -8.66214 8.83205 -20.45879 -0.007
H -7.26576 11.45620 -19.73047 0.000
H -6.52675 10.26180 -20.72180 0.000
H -5.60091 11.18900 -18.06082 0.000
H -4.65966 10.12297 -18.93048 0.000
H -5.19070 9.76936 -17.20239 0.000
H -9.70563 11.32478 -19.35817 0.003
H -9.26175 10.19407 -18.37884 0.015
C -13.51456 11.23495 -22.68737 0.004
C -12.72119 11.13252 -21.40582 0.077
C -13.04968 12.33619 -20.51480 0.071
O -12.20327 13.48382 -20.78409 -0.002
C -12.49673 14.74406 -20.14871 0.001
N -12.97626 9.88973 -20.81170 0.003
H -13.37795 12.25845 -23.03647 0.002
H -14.59206 11.20277 -22.52592 0.000
H -13.20598 10.53870 -23.46719 -0.002
H -11.66547 11.16909 -21.67457 -0.066
H -12.84939 12.04230 -19.48445 -0.006
H -14.07065 12.71772 -20.50172 0.002
H -13.17278 15.31713 -20.78325 0.000
H -11.58709 15.34239 -20.09731 0.000
H -13.10141 14.64329 -19.24742 0.000
H -13.97212 9.92649 -20.64740 0.010
H -12.93769 9.04617 -21.36578 -0.012
C -9.61631 6.21945 -15.80920 0.002
C -9.52489 7.69905 -15.49817 0.000
C -8.49450 7.88015 -14.36258 0.001
O -8.84980 7.14889 -13.16362 0.000
C -10.15934 7.47288 -12.76256 0.000
N -9.22963 8.32418 -16.80490 0.005
H -10.15885 5.68477 -15.02954 0.000
H -8.62257 5.77591 -15.74720 0.001
H -10.07348 6.06248 -16.78615 -0.001
H -10.47908 8.17069 -15.26327 0.004
H -8.54710 8.93912 -14.10979 0.000
H -7.50378 7.64885 -14.75385 0.000
H -10.94536 7.05797 -13.39353 0.000
H -10.45029 8.51584 -12.88780 0.000
H -10.22436 7.12810 -11.73057 0.000
H -9.53881 7.71327 -17.54741 0.008
H -8.23973 8.45436 -16.95739 0.001
C -14.31163 9.93107 -16.79900 -0.004
C -12.84349 10.28381 -16.71953 0.068
C -12.32210 10.53034 -15.22042 -0.001
O -11.02991 11.05873 -15.20980 -0.001
C -11.02304 12.42663 -14.82521 0.000
N -12.11771 9.15795 -17.39052 0.014
H -14.52970 9.12522 -16.09818 0.000
H -14.52835 9.54672 -17.79570 0.006
H -14.98959 10.73051 -16.50004 0.001
H -12.61930 11.20919 -17.25011 -0.014
H -12.25041 9.53504 -14.78185 0.002
H -12.97222 10.93812 -14.44636 -0.001
H -11.57550 13.05190 -15.52659 0.000
H -9.94921 12.60919 -14.86598 0.000
H -11.33247 12.63576 -13.80118 0.000
H -12.65854 8.33365 -17.17110 0.017
H -11.19042 9.03822 -17.00856 -0.062